Record 1
ORCA calculation (the ωB97M-V functional and the def2-TZVPD basis) on a structure of composition C32H26Br4F12NO5SW.

Geometry (Å):
1 W -0.126 -0.172 0.287
2 C 0.652 -6.307 -3.209
3 C 0.282 -5.202 -2.261
4 C -0.894 -5.220 -1.529
5 C -1.221 -4.186 -0.674
6 C -0.393 -3.078 -0.505
7 N -0.801 -1.962 0.276
8 C -1.945 -2.043 1.159
9 C -3.187 -2.338 0.597
10 C -4.298 -2.552 1.384
11 C -4.203 -2.480 2.771
12 C -5.371 -2.805 3.656
13 C -2.999 -2.055 3.317
14 C -1.890 -1.760 2.532
15 C -0.710 -0.999 3.147
16 O 0.071 -0.382 2.164
17 C 0.200 -1.935 3.980
18 F 0.387 -3.082 3.326
19 F -0.373 -2.220 5.154
20 F 1.390 -1.384 4.211
21 C -1.197 0.224 3.994
22 F -1.908 -0.088 5.074
23 F -0.139 0.935 4.401
24 F -1.944 1.010 3.213
25 C 0.842 -3.086 -1.186
26 C 1.142 -4.134 -2.047
27 C 1.951 -2.093 -0.864
28 O 1.467 -0.892 -0.336
29 C 2.837 -1.686 -2.075
30 F 3.679 -2.653 -2.444
31 F 3.582 -0.615 -1.757
32 F 2.079 -1.354 -3.118
33 C 2.843 -2.704 0.266
34 F 2.096 -2.865 1.357
35 F 3.852 -1.888 0.579
36 F 3.343 -3.884 -0.078
37 H -0.180 -6.992 -3.360
38 H 1.495 -6.880 -2.819
39 H 0.947 -5.906 -4.178
40 H -1.579 -6.054 -1.624
41 H -2.137 -4.261 -0.111
42 H -3.260 -2.418 -0.480
43 H -5.247 -2.788 0.919
44 H -6.314 -2.692 3.125
45 H -5.388 -2.167 4.539
46 H -5.304 -3.839 4.002
47 H -2.944 -1.906 4.385
48 H 2.092 -4.144 -2.562
49 Br -3.938 1.892 -5.152
50 C -3.325 1.529 -3.416
51 C -4.119 1.839 -2.305
52 Br -5.813 2.617 -2.527
53 C -3.656 1.574 -1.012
54 Br -4.624 1.957 0.544
55 C -2.421 0.985 -0.876
56 O -1.790 0.712 0.297
57 C -1.630 0.660 -1.973
58 O -0.446 0.133 -1.632
59 C -2.064 0.943 -3.251
60 Br -0.918 0.519 -4.671
61 C 3.668 4.670 3.504
62 C 3.740 3.625 2.395
63 C 2.341 3.149 2.020
64 S 2.410 1.854 0.780
65 O 0.901 1.606 0.479
66 C 2.953 2.798 -0.676
67 C 2.123 2.440 -1.908
68 C 2.726 3.075 -3.157
69 H 4.668 5.009 3.768
70 H 3.204 4.255 4.400
71 H 3.090 5.539 3.189
72 H 4.338 2.772 2.726
73 H 4.238 4.050 1.520
74 H 1.709 3.942 1.614
75 H 1.834 2.687 2.870
76 H 4.006 2.544 -0.812
77 H 2.870 3.862 -0.449
78 H 1.104 2.798 -1.763
79 H 2.069 1.361 -2.031
80 H 2.776 4.162 -3.064
81 H 2.113 2.840 -4.026
82 H 3.735 2.702 -3.343

Calculated values
**HOMO level**: -10.877 eV
**ΔE to the lowest compared entry with this formula, charge and spin**: 0.000 eV
**Maximum force**: 0.8 eV/Å
**E_LUMO**: -4.72 eV
**HOMO-LUMO gap**: 6.160 eV
**Total charge**: +1



Record 2
ORCA calculation (the ωB97M-V functional and the def2-TZVPD basis) on a cluster of 6 separate species, C34H86N6O11 in total.

Geometry (Å):
1 C -8.803 -3.460 -5.287
2 O -7.579 -3.533 -4.617
3 C -6.313 -3.173 -5.275
4 C -5.259 -3.242 -4.162
5 N -5.188 -4.506 -3.615
6 C -3.968 -4.908 -2.908
7 C -3.953 -4.245 -1.588
8 O -4.802 -4.882 -0.615
9 C -4.290 -6.100 -0.094
10 H -8.905 -2.598 -5.945
11 H -9.631 -3.474 -4.578
12 H -8.781 -4.285 -5.999
13 H -6.473 -2.174 -5.681
14 H -5.894 -3.833 -6.034
15 H -5.513 -2.513 -3.392
16 H -4.361 -2.869 -4.653
17 H -5.996 -4.620 -3.019
18 H -3.129 -4.531 -3.492
19 H -3.808 -5.982 -2.814
20 H -4.101 -3.180 -1.772
21 H -2.931 -4.164 -1.219
22 H -4.981 -6.543 0.624
23 H -3.388 -5.883 0.478
24 H -4.125 -6.818 -0.898
25 C 0.702 -3.585 -1.095
26 O 0.185 -3.362 -2.326
27 C 0.113 -2.053 -2.785
28 C -1.164 -1.208 -2.489
29 N -1.038 -0.806 -1.051
30 C -2.140 0.042 -0.614
31 C -1.837 0.614 0.810
32 O -0.631 1.361 0.758
33 C -0.105 1.885 2.016
34 H 1.710 -3.191 -1.223
35 H 0.668 -4.641 -0.827
36 H 0.282 -3.071 -0.230
37 H 0.036 -2.171 -3.866
38 H 0.997 -1.415 -2.760
39 H -2.041 -1.820 -2.699
40 H -1.179 -0.319 -3.120
41 H -0.157 -0.415 -0.751
42 H -2.999 -0.622 -0.524
43 H -2.307 0.824 -1.355
44 H -1.747 -0.242 1.479
45 H -2.730 1.200 1.024
46 H -0.039 1.010 2.663
47 H -0.824 2.481 2.578
48 H 0.707 2.607 1.944
49 C 2.158 -1.855 2.349
50 O 2.451 -2.377 3.604
51 C 1.481 -3.115 4.161
52 C 1.802 -3.434 5.722
53 N 2.943 -4.319 5.675
54 C 3.402 -4.523 7.044
55 C 2.585 -5.629 7.816
56 O 1.300 -5.149 8.199
57 C 1.265 -4.547 9.463
58 H 2.424 -0.799 2.296
59 H 1.232 -1.951 1.782
60 H 2.904 -2.421 1.792
61 H 1.442 -4.080 3.656
62 H 0.500 -2.655 4.036
63 H 0.896 -3.932 6.067
64 H 1.788 -2.421 6.124
65 H 3.707 -3.891 5.173
66 H 3.347 -3.561 7.555
67 H 4.458 -4.749 6.895
68 H 3.197 -5.945 8.661
69 H 2.394 -6.493 7.180
70 H 0.222 -4.296 9.653
71 H 1.721 -3.559 9.530
72 H 1.632 -5.167 10.280
73 C 0.859 -0.631 -6.261
74 O 0.793 0.775 -5.985
75 C 1.825 1.271 -5.164
76 C 1.972 2.850 -5.233
77 N 2.098 3.428 -6.620
78 C 2.396 4.787 -6.521
79 C 1.909 5.616 -7.773
80 O 2.863 5.535 -8.872
81 C 2.894 6.606 -9.760
82 H 0.030 -0.913 -6.911
83 H 0.618 -1.199 -5.363
84 H 1.749 -0.936 -6.812
85 H 2.821 0.914 -5.428
86 H 1.766 0.895 -4.142
87 H 2.813 3.084 -4.581
88 H 1.096 3.289 -4.755
89 H 1.218 3.353 -7.111
90 H 3.407 4.947 -6.148
91 H 1.699 5.124 -5.754
92 H 1.918 6.630 -7.372
93 H 0.908 5.350 -8.110
94 H 3.822 6.484 -10.317
95 H 2.968 7.638 -9.417
96 H 2.017 6.537 -10.404
97 C 3.907 -0.385 -1.388
98 O 3.097 0.548 -0.648
99 C 3.410 1.920 -0.936
100 C 4.405 2.766 -0.235
101 N 3.853 3.372 1.022
102 C 4.714 3.610 2.190
103 C 3.986 4.084 3.535
104 O 2.858 3.389 3.938
105 C 2.996 1.979 4.030
106 H 4.961 -0.496 -1.133
107 H 3.974 -0.188 -2.458
108 H 3.455 -1.370 -1.275
109 H 2.428 2.330 -0.702
110 H 3.366 2.235 -1.979
111 H 4.420 3.621 -0.911
112 H 5.399 2.336 -0.115
113 H 3.134 2.768 1.393
114 H 5.445 4.402 2.026
115 H 5.148 2.645 2.450
116 H 3.645 5.119 3.530
117 H 4.695 4.060 4.363
118 H 1.998 1.551 3.937
119 H 3.366 1.588 4.978
120 H 3.599 1.428 3.309
121 C -0.266 4.647 4.325
122 C -1.852 4.644 4.217
123 C -2.555 4.305 5.549
124 O -3.946 4.439 5.650
125 C -4.746 3.302 5.359
126 N -2.346 5.875 3.766
127 H 0.164 3.708 4.674
128 H 0.027 5.420 5.036
129 H 0.118 4.913 3.340
130 H -2.139 3.824 3.559
131 H -2.018 4.937 6.257
132 H -2.321 3.318 5.949
133 H -4.814 2.951 4.329
134 H -5.712 3.552 5.798
135 H -4.433 2.421 5.919
136 H -3.347 5.834 3.891
137 H -2.071 6.439 4.557

Calculated values
**HOMO level (spin up / spin down)**: 0.823 / -6.478 eV
**Maximum force**: 5.1 eV/Å
**Multiplicity**: 2
**E_LUMO (spin up / spin down)**: 2.19 / 2.17 eV
**HOMO-LUMO gap (spin up / spin down)**: 1.367 / 8.645 eV
**<S²>**: 0.7504
**Total charge**: -1



Record 3
ORCA calculation (the ωB97M-V functional and the def2-TZVPD basis) on a structure of composition C32H25BrINO4OsP.

Geometry (Å):
1 Os -0.395 -0.685 -0.611
2 N 1.471 -2.042 -0.188
3 C 2.259 -1.454 0.895
4 C 3.633 -1.560 0.921
5 C 4.326 -1.024 2.002
6 C 3.646 -0.403 3.041
7 C 2.264 -0.288 2.997
8 C 1.569 -0.804 1.908
9 P -0.216 -0.781 1.728
10 C -0.840 -2.251 2.543
11 C -1.055 -2.221 3.922
12 C -1.417 -3.381 4.590
13 C -1.555 -4.575 3.895
14 C -1.325 -4.617 2.526
15 C -0.967 -3.458 1.854
16 C -0.932 0.683 2.443
17 C -0.223 1.888 2.414
18 C -0.808 3.037 2.920
19 C -2.098 2.990 3.434
20 C -2.816 1.800 3.437
21 C -2.241 0.644 2.936
22 H 2.050 -2.228 -1.004
23 H 1.096 -2.942 0.111
24 H 4.166 -2.073 0.129
25 H 5.404 -1.110 2.036
26 H 4.193 -0.008 3.886
27 H 1.734 0.207 3.802
28 H -0.944 -1.298 4.479
29 H -1.588 -3.352 5.658
30 H -1.840 -5.476 4.421
31 H -1.425 -5.549 1.986
32 H -0.783 -3.517 0.785
33 H 0.784 1.927 2.015
34 H -0.256 3.967 2.923
35 H -2.548 3.889 3.835
36 H -3.820 1.773 3.839
37 H -2.801 -0.283 2.945
38 Br -5.984 -2.470 -1.333
39 C -5.397 -0.711 -1.603
40 C -6.285 0.255 -2.059
41 C -5.856 1.557 -2.262
42 C -4.539 1.921 -2.015
43 C -3.632 0.976 -1.562
44 C -4.092 -0.315 -1.368
45 I -2.801 -1.810 -0.632
46 H -7.312 -0.025 -2.253
47 H -6.561 2.295 -2.619
48 H -4.213 2.940 -2.172
49 H -2.605 1.251 -1.362
50 O 1.227 0.625 -1.049
51 C 1.186 0.316 -2.286
52 O 0.314 -0.538 -2.640
53 C 2.116 0.923 -3.278
54 C 1.967 0.538 -4.660
55 C 2.753 1.044 -5.658
56 C 3.712 1.967 -5.237
57 O 4.589 2.613 -5.958
58 C 5.364 3.461 -5.084
59 O 4.820 3.227 -3.764
60 C 3.858 2.351 -3.870
61 C 3.051 1.825 -2.850
62 H 1.193 -0.179 -4.903
63 H 2.644 0.764 -6.696
64 H 5.217 4.503 -5.357
65 H 6.407 3.156 -5.108
66 H 3.156 2.118 -1.815

Calculated values
**HOMO level (spin up / spin down)**: -16.101 / -16.099 eV
**ΔE to the lowest compared entry with this formula, charge and spin**: 0.000 eV
**Maximum force**: 0.4 eV/Å
**Multiplicity**: 5
**E_LUMO (spin up / spin down)**: -8.72 / -11.41 eV
**HOMO-LUMO gap (spin up / spin down)**: 7.384 / 4.691 eV
**<S²>**: 6.0331
**Total charge**: +3



Record 4
ORCA calculation (the ωB97M-V functional and the def2-TZVPD basis) on a structure of composition C5H13NO2.

Geometry (Å):
1 C -0.578 2.148 -0.625
2 C 0.232 0.886 -0.379
3 C -0.206 -0.203 0.710
4 C -0.765 -1.523 0.305
5 C -2.325 -1.266 0.006
6 O -2.779 -0.224 -0.398
7 N 1.642 0.874 -0.440
8 H -0.420 2.960 0.095
9 H -1.612 1.841 -0.610
10 H -0.319 2.443 -1.646
11 H -0.106 0.154 -1.196
12 H 0.909 -0.366 1.106
13 H -0.681 0.227 1.624
14 H -1.174 -1.365 -0.738
15 H -0.375 -2.469 0.632
16 H -3.009 -1.934 0.562
17 H 2.098 1.771 -0.364
18 H 1.397 -0.658 1.775
19 H 3.132 -1.783 -0.506
20 H 2.195 -0.262 -0.118
21 O 2.743 -1.255 0.205

Calculated values
**HOMO level**: -7.697 eV
**ΔE to the lowest compared entry with this formula, charge and spin**: 10.588 eV
**Maximum force**: 5.5 eV/Å
**E_LUMO**: -1.73 eV
**HOMO-LUMO gap**: 5.964 eV
**Total charge**: 0